<1>
{
  "formula": "C4H7F2N",
  "method": "ωB97M-V/def2-TZVPD",
  "lumo_ev": [0.4, 0.4],
  "multiplicity": 1,
  "homo_lumo_gap_ev": [8.98, 8.98],
  "elements": ["C", "C", "C", "C", "N", "F", "F", "H", "H", "H", "H", "H", "H", "H"],
  "xyz": [[-3.3543, 0.7903, 0.7168], [-1.3246, -1.2091, 0.0476], [1.1285, -0.7162, -0.4769], [-0.1109, 0.1750, 1.3622], [-0.1597, -0.7026, 0.2475], [-2.9301, 1.1551, -0.4325], [-1.4459, -1.9462, -1.1663], [-4.1746, 0.0793, 0.6629], [1.7798, -1.3468, 0.1414], [1.0591, -1.0328, -1.5526], [1.5672, 0.3268, -0.5774], [-0.1978, -0.3693, 2.3124], [0.8984, 0.5271, 1.3049], [-0.7266, 1.0132, 1.2640]]
}

<2>
{
  "formula": "C4H7F2N",
  "method": "ωB97M-V/def2-TZVPD",
  "lumo_ev": [0.6, 0.6],
  "multiplicity": 1,
  "homo_lumo_gap_ev": [7.92, 7.92],
  "elements": ["C", "C", "C", "C", "N", "F", "F", "H", "H", "H", "H", "H", "H", "H"],
  "xyz": [[0.5430, 2.3413, 0.1614], [0.0749, 0.5932, 0.9077], [-1.0587, -1.4493, 0.3931], [0.6658, -0.4637, -1.2048], [-0.0875, -0.4449, 0.1253], [0.3018, 3.0634, 1.2358], [-0.6891, 0.7088, 1.9710], [1.7187, 2.1976, -0.0471], [-0.6918, -2.2235, 1.1406], [-2.0228, -1.0213, 0.7345], [-1.2717, -1.8964, -0.6824], [0.0033, -0.2691, -2.1201], [1.4100, 0.4001, -1.2952], [1.1041, -1.5361, -1.3198]]
}

Verdict on stability: <2> comes out on top.

<1>
{
  "formula": "C22H25N3O5S",
  "method": "ωB97M-V/def2-TZVPD",
  "lumo_ev": 0.4,
  "smiles": "Cn1c(=O)oc2cc(S(=O)(=O)N3CCC(C(=O)NCCc4ccccc4)CC3)ccc21",
  "multiplicity": 1,
  "homo_lumo_gap_ev": 9.00,
  "elements": ["C", "N", "C", "O", "O", "C", "C", "C", "S", "O", "O", "N", "C", "C", "C", "C", "O", "N", "C", "C", "C", "C", "C", "C", "C", "C", "C", "C", "C", "C", "C", "H", "H", "H", "H", "H", "H", "H", "H", "H", "H", "H", "H", "H", "H", "H", "H", "H", "H", "H", "H", "H", "H", "H", "H", "H"],
  "xyz": [[3.4486, 2.5588, -1.0169], [2.0763, 2.7798, -0.6580], [1.6794, 3.5160, 0.4369], [2.3930, 4.1008, 1.2018], [0.3200, 3.4860, 0.5064], [-0.1348, 2.7383, -0.5396], [-1.4283, 2.4225, -0.8842], [-1.5835, 1.6445, -2.0222], [-3.2317, 1.0647, -2.4314], [-4.1925, 2.0037, -1.9331], [-3.2591, 0.7098, -3.8188], [-3.4315, -0.3476, -1.5753], [-2.5587, -1.4263, -2.0035], [-2.4471, -2.4881, -0.9187], [-1.7920, -1.8867, 0.3381], [-0.2885, -1.7677, 0.0757], [0.2273, -0.7790, -0.4063], [0.4007, -2.8977, 0.3484], [1.8429, -2.9531, 0.3108], [2.4502, -2.7277, 1.7068], [2.1154, -1.3433, 2.1852], [2.9720, -0.2830, 1.9207], [2.6384, 1.0040, 2.2995], [1.4292, 1.2521, 2.9265], [0.5681, 0.2029, 3.1932], [0.9142, -1.0877, 2.8331], [-2.3800, -0.5011, 0.6554], [-3.6475, -0.2272, -0.1514], [-0.5142, 1.2158, -2.7895], [0.7891, 1.5281, -2.4337], [0.9615, 2.2841, -1.2898], [4.0651, 3.1218, -0.3175], [3.6886, 1.4965, -0.9482], [3.6363, 2.9096, -2.0329], [-2.2847, 2.7629, -0.3279], [-2.9745, -1.8418, -2.9252], [-1.5553, -1.0401, -2.2217], [-3.4395, -2.8688, -0.6749], [-1.8466, -3.3202, -1.2912], [-1.9521, -2.5720, 1.1762], [-0.0658, -3.6463, 0.8368], [2.1511, -3.9243, -0.0863], [2.1707, -2.1611, -0.3656], [2.0532, -3.4773, 2.3956], [3.5312, -2.8572, 1.6410], [3.9123, -0.4727, 1.4211], [3.3177, 1.8211, 2.1090], [1.1666, 2.2610, 3.2057], [-0.3746, 0.3883, 3.6872], [0.2447, -1.9051, 3.0652], [-1.6265, 0.2494, 0.4060], [-2.6031, -0.4159, 1.7191], [-4.4413, -0.9241, 0.1416], [-4.0141, 0.7850, 0.0194], [-0.7245, 0.6486, -3.6822], [1.6282, 1.1871, -3.0168]]
}

<2>
{
  "formula": "C22H25N3O5S",
  "method": "ωB97M-V/def2-TZVPD",
  "lumo_ev": 0.5,
  "smiles": "Cc1ccc(NC(=O)CN2C(=O)COc3ccc(S(=O)(=O)N4CCCC4)cc32)cc1C",
  "multiplicity": 1,
  "homo_lumo_gap_ev": 9.01,
  "elements": ["C", "C", "C", "C", "C", "N", "C", "O", "C", "N", "C", "O", "C", "O", "C", "C", "C", "C", "S", "O", "O", "N", "C", "C", "C", "C", "C", "C", "C", "C", "C", "H", "H", "H", "H", "H", "H", "H", "H", "H", "H", "H", "H", "H", "H", "H", "H", "H", "H", "H", "H", "H", "H", "H", "H", "H"],
  "xyz": [[1.8868, 1.3778, 5.7199], [1.1897, 1.5775, 4.4098], [-0.1970, 1.5977, 4.3478], [-0.8605, 1.7803, 3.1505], [-0.1338, 1.9502, 1.9773], [-0.8493, 2.1213, 0.7819], [-0.3781, 2.2098, -0.4831], [0.7867, 2.2196, -0.8112], [-1.5111, 2.2887, -1.5163], [-2.4828, 1.2258, -1.3368], [-3.7607, 1.5515, -1.0007], [-4.1131, 2.6887, -0.7705], [-4.7213, 0.3725, -0.9784], [-4.1679, -0.8105, -0.4451], [-2.9175, -1.1112, -0.8924], [-2.4846, -2.4287, -0.8031], [-1.2079, -2.7674, -1.2126], [-0.3880, -1.7881, -1.7361], [1.2974, -2.1959, -2.1790], [1.7970, -1.1782, -3.0616], [1.3568, -3.5602, -2.6150], [1.9784, -2.1187, -0.6482], [3.1487, -2.9586, -0.4413], [4.3318, -1.9996, -0.5477], [3.7878, -0.7622, 0.1657], [2.2955, -0.7647, -0.2028], [-0.7983, -0.4739, -1.8340], [-2.0649, -0.1141, -1.3912], [1.2543, 1.9374, 2.0277], [1.9197, 1.7510, 3.2301], [3.4169, 1.7440, 3.2518], [2.5264, 2.2299, 5.9476], [1.1670, 1.2606, 6.5257], [2.5188, 0.4907, 5.6878], [-0.7707, 1.4683, 5.2541], [-1.9411, 1.7934, 3.1248], [-1.8522, 2.1790, 0.9046], [-1.0782, 2.2478, -2.5186], [-2.0528, 3.2331, -1.3995], [-5.5863, 0.6226, -0.3611], [-5.0630, 0.2002, -2.0121], [-3.1631, -3.1618, -0.3980], [-0.8410, -3.7781, -1.1504], [3.0873, -3.3952, 0.5615], [3.1469, -3.7548, -1.1829], [4.5253, -1.7758, -1.5972], [5.2368, -2.3927, -0.0891], [4.2783, 0.1548, -0.1515], [3.9070, -0.8711, 1.2443], [1.6623, -0.5082, 0.6513], [2.0894, -0.0652, -1.0141], [-0.1093, 0.2398, -2.2513], [1.8176, 2.0789, 1.1209], [3.7930, 2.5422, 3.8908], [3.7911, 0.8012, 3.6494], [3.8147, 1.8830, 2.2507]]
}

Verdict on stability: <1> comes out on top.

<1>
{
  "formula": "C27H31N3O3",
  "method": "ωB97M-V/def2-TZVPD",
  "lumo_ev": -2.0,
  "multiplicity": 1,
  "homo_lumo_gap_ev": 5.04,
  "elements": ["C", "C", "O", "C", "N", "C", "C", "O", "O", "H", "H", "H", "H", "H", "H", "H", "H", "C", "N", "C", "C", "C", "C", "C", "C", "C", "N", "C", "C", "C", "C", "C", "C", "C", "C", "C", "C", "C", "C", "C", "C", "H", "H", "H", "H", "H", "H", "H", "H", "H", "H", "H", "H", "H", "H", "H", "H", "H", "H", "H", "H", "H", "H", "H"],
  "xyz": [[-5.8937, -0.6603, -4.6749], [-4.6179, 0.1453, -4.6459], [-3.5019, -0.7519, -4.5880], [-2.3282, 0.0016, -4.5502], [-1.2747, -0.8402, -4.4591], [-0.0408, -0.3160, -4.4810], [1.0115, -1.4020, -4.6478], [0.3396, 0.8588, -4.3647], [-2.4054, 1.2271, -4.6022], [-6.7409, 0.0298, -4.6909], [-5.9566, -1.2967, -5.5632], [-5.9924, -1.3019, -3.7940], [-4.5506, 0.7719, -5.5493], [-4.6057, 0.7941, -3.7564], [0.5630, -2.3951, -4.7118], [1.5902, -1.2125, -5.5574], [1.7119, -1.3742, -3.8067], [-1.2118, -5.1473, -1.0418], [-0.7701, -3.8911, -0.4662], [-0.4992, -2.7701, -1.1793], [-0.0071, -1.7624, -0.3064], [0.4451, -0.5029, -0.6849], [0.7978, 0.5565, 0.2143], [0.0197, 0.8812, 1.3568], [0.4380, 1.8239, 2.2840], [1.6604, 2.5243, 2.0654], [2.1113, 3.4246, 2.9889], [1.2581, 3.8884, 4.0603], [0.4419, 2.7478, 4.6343], [-0.3597, 2.0621, 3.5264], [3.2066, 4.3193, 2.6893], [4.3037, 3.5961, 1.9346], [3.7407, 2.9364, 0.6760], [2.4327, 2.2464, 0.8985], [1.9646, 1.3282, -0.0218], [0.0032, -2.3667, 1.0383], [0.4525, -1.9768, 2.2943], [0.2690, -2.8408, 3.3896], [-0.2609, -4.1288, 3.2184], [-0.6346, -4.5802, 1.9427], [-0.5053, -3.6817, 0.8920], [-1.3538, -5.8864, -0.2487], [-2.1553, -5.0017, -1.5834], [-0.4628, -5.5213, -1.7543], [-0.6863, -2.7122, -2.2493], [0.6068, -0.3329, -1.7495], [-0.9302, 0.3666, 1.5220], [1.9077, 4.3354, 4.8229], [0.5856, 4.6832, 3.6867], [1.1072, 2.0166, 5.1095], [-0.2270, 3.1387, 5.4049], [-1.2437, 2.6752, 3.2855], [-0.7392, 1.1005, 3.8946], [2.8369, 5.1761, 2.0954], [3.5740, 4.7127, 3.6452], [5.0881, 4.3103, 1.6750], [4.7508, 2.8292, 2.5781], [3.6127, 3.6999, -0.1070], [4.4697, 2.2139, 0.2897], [2.5468, 1.1315, -0.9282], [0.9451, -1.0147, 2.4264], [0.5541, -2.5078, 4.3878], [-0.3736, -4.7909, 4.0784], [-1.0176, -5.5863, 1.7580]]
}

<2>
{
  "formula": "C27H31N3O3",
  "method": "ωB97M-V/def2-TZVPD",
  "lumo_ev": 0.7,
  "smiles": "CCOc1cccc(CN2CCC(Oc3ccc(C(=O)NCc4ccccn4)cc3)CC2)c1",
  "multiplicity": 1,
  "homo_lumo_gap_ev": 9.13,
  "elements": ["C", "C", "O", "C", "C", "C", "C", "C", "C", "N", "C", "C", "C", "O", "C", "C", "C", "C", "C", "O", "N", "C", "C", "C", "C", "C", "C", "N", "C", "C", "C", "C", "C", "H", "H", "H", "H", "H", "H", "H", "H", "H", "H", "H", "H", "H", "H", "H", "H", "H", "H", "H", "H", "H", "H", "H", "H", "H", "H", "H", "H", "H", "H", "H"],
  "xyz": [[2.0601, 2.9164, -0.5162], [3.1893, 1.9991, -0.9784], [2.7281, 0.7260, -1.3786], [2.3470, -0.1877, -0.4411], [1.8068, -1.3699, -0.9531], [1.3716, -2.3570, -0.0912], [1.4755, -2.1912, 1.2803], [2.0466, -1.0390, 1.8006], [2.1747, -0.8468, 3.2949], [1.0742, -0.1321, 3.9280], [-0.1955, -0.8274, 3.8390], [-1.2078, -0.1734, 4.7785], [-1.4020, 1.3245, 4.5212], [-2.3329, 1.6536, 3.4922], [-2.3056, 0.9960, 2.2851], [-1.5733, 1.5027, 1.2140], [-1.5778, 0.8493, -0.0035], [-2.3536, -0.2907, -0.1850], [-2.4020, -0.9980, -1.4999], [-3.4351, -1.3794, -2.0145], [-1.1836, -1.1753, -2.0546], [-0.9823, -1.8149, -3.3375], [-0.1905, -0.8906, -4.2242], [-0.8058, 0.1390, -4.9284], [-0.0140, 0.9983, -5.6712], [1.3590, 0.8038, -5.6796], [1.8750, -0.2493, -4.9410], [1.1235, -1.0741, -4.2340], [-3.1461, -0.7492, 0.8601], [-3.1144, -0.1208, 2.0891], [-0.0332, 2.0015, 4.3565], [0.9293, 1.2305, 3.4567], [2.4762, -0.0388, 0.9343], [2.4605, 3.8957, -0.2685], [1.5621, 2.5072, 0.3595], [1.3261, 3.0263, -1.3111], [3.9602, 1.9087, -0.2029], [3.6562, 2.4113, -1.8775], [1.7693, -1.4912, -2.0261], [0.9513, -3.2675, -0.4919], [1.1343, -2.9699, 1.9459], [3.0877, -0.2861, 3.5176], [2.2458, -1.8220, 3.7843], [-0.0420, -1.8619, 4.1578], [-0.5818, -0.8444, 2.8058], [-0.8385, -0.2793, 5.7999], [-2.1649, -0.6905, 4.7055], [-1.8900, 1.7675, 5.3996], [-1.0166, 2.4195, 1.3417], [-0.9996, 1.2465, -0.8262], [-0.3510, -0.9102, -1.5470], [-0.4329, -2.7529, -3.2084], [-1.9741, -2.0169, -3.7487], [-1.8778, 0.2561, -4.8881], [-0.4593, 1.8070, -6.2330], [2.0110, 1.4525, -6.2437], [2.9386, -0.4454, -4.9069], [-3.7812, -1.6065, 0.6960], [-3.7264, -0.4782, 2.9031], [0.4140, 2.0790, 5.3488], [-0.1776, 3.0099, 3.9648], [1.9095, 1.7145, 3.5014], [0.5772, 1.2550, 2.4130], [2.9351, 0.8428, 1.3546]]
}

Verdict on stability: <2> comes out on top.

<1>
{
  "formula": "C3H10N2OS",
  "method": "ωB97M-V/def2-TZVPD",
  "lumo_ev": 0.9,
  "multiplicity": 1,
  "homo_lumo_gap_ev": 9.74,
  "elements": ["C", "C", "C", "N", "N", "O", "S", "H", "H", "H", "H", "H", "H", "H", "H", "H", "H"],
  "xyz": [[1.8253, -2.2562, 0.4551], [-0.1793, -0.2367, 0.4715], [-0.6521, 1.1186, 0.0586], [-1.7172, 1.7459, 0.8244], [-1.0524, 1.1796, -1.3558], [1.7057, -0.4682, -1.4226], [1.5937, -0.4450, 0.0036], [1.5823, -2.5179, 1.4909], [2.7684, -2.5986, 0.0831], [0.9837, -2.6763, -0.3066], [-0.0069, -0.1356, 1.4829], [-0.9167, -1.0029, 0.1975], [0.2544, 1.7319, 0.2232], [-1.8031, 2.6452, 0.6047], [-2.6091, 1.3343, 0.8498], [-0.6405, 0.4652, -2.0123], [-1.1362, 2.1168, -1.6482]]
}

<2>
{
  "formula": "C3H10N2OS",
  "method": "ωB97M-V/def2-TZVPD",
  "lumo_ev": 1.0,
  "multiplicity": 1,
  "homo_lumo_gap_ev": 9.26,
  "elements": ["C", "C", "C", "N", "N", "O", "S", "H", "H", "H", "H", "H", "H", "H", "H", "H", "H"],
  "xyz": [[2.2131, 1.7023, -0.2760], [0.6690, -0.4605, 0.3886], [-1.3134, -0.6638, 0.5606], [-1.5050, -2.0408, 0.3391], [-1.9368, 0.2270, -0.3082], [-0.1396, 2.0205, 0.8591], [1.0540, 1.1710, 1.0696], [2.9797, 0.9479, -0.4059], [2.6586, 2.6467, 0.0211], [1.6352, 1.8381, -1.1836], [1.0997, -1.2422, 0.9923], [0.8813, -0.5648, -0.6645], [-1.4432, -0.3836, 1.6003], [-2.2310, -2.4454, 0.9149], [-1.6681, -2.2583, -0.6357], [-1.7620, 0.0292, -1.2860], [-1.6799, 1.1835, -0.0756]]
}

<3>
{
  "formula": "C3H10N2OS",
  "method": "ωB97M-V/def2-TZVPD",
  "lumo_ev": 0.8,
  "multiplicity": 1,
  "homo_lumo_gap_ev": 8.83,
  "elements": ["C", "C", "C", "N", "N", "O", "S", "H", "H", "H", "H", "H", "H", "H", "H", "H", "H"],
  "xyz": [[-2.7968, 0.1124, -0.5573], [-0.4732, -1.6005, -0.1524], [0.8368, 2.1928, -0.6264], [-1.6666, 0.1790, -1.3275], [-0.4337, -0.3208, -0.8809], [1.6575, 0.0387, 0.7260], [0.3451, 0.8279, 0.4911], [-3.1021, 1.0311, -0.0658], [-2.4439, -0.5324, 0.1713], [-3.6429, -0.2199, -1.2053], [-0.3566, -2.4756, -0.7013], [0.3364, -1.6474, 0.4889], [-1.2188, -1.5875, 0.7280], [1.5539, 2.8298, -0.0043], [1.3366, 1.9549, -1.5549], [-0.0832, 2.7334, -0.7953], [-1.6587, 0.7618, -2.1930]]
}

Verdict on stability: <2> comes out on top.